DFT (ωB97M-V with the def2-TZVPD basis set) results for a 2-piece molecular cluster, C38H41BO3S overall in a non-equilibrium geometry.

E_HOMO ... -6.44 eV
E ... -57724.2823 eV

Geometry (Å):
C 0.053 3.167 -1.674
H -3.393 -0.493 0.871
H -0.270 2.014 1.495
C -1.192 -2.365 2.572
C 2.850 -0.350 0.289
C -3.528 0.063 -0.055
C 4.395 4.569 -0.201
H 4.810 1.321 -2.149
C -1.085 -0.135 -0.456
O 1.803 0.571 0.645
H -0.610 -4.706 0.102
C -3.110 5.028 -0.679
C 0.348 2.450 -0.515
C -1.865 4.191 -0.596
H -3.987 4.385 -0.843
C -1.221 -8.301 2.707
H -3.880 -7.692 0.663
C -1.460 -5.951 2.275
C -0.484 2.584 0.592
H -0.693 -9.110 3.205
H 1.525 -1.845 -0.506
H -0.202 0.161 -1.020
H 0.073 -6.747 3.530
H 4.631 1.615 -0.413
C 3.438 -1.046 -2.211
H 5.995 5.144 -1.495
C -4.793 0.432 -0.478
H -1.262 4.590 -2.630
H 4.621 4.616 1.962
C 3.302 0.089 -1.200
H -1.251 -0.226 2.279
C -0.762 -2.559 -0.184
H 4.750 -0.985 1.096
H 0.690 3.054 -2.553
H 2.491 -1.564 -2.383
C 5.404 5.552 -0.665
H 5.449 0.145 -0.973
C 2.646 2.787 -0.059
O 2.243 0.936 -1.649
H -6.412 1.814 -3.060
C -0.771 -6.997 2.889
C -1.586 3.446 0.557
C -1.140 -1.212 1.821
C -3.818 1.761 -2.237
B 1.685 1.484 -0.447
C 3.118 3.143 1.190
H 4.904 6.471 -1.001
H -1.334 -2.356 3.651
C -2.365 0.379 -0.815
H 1.814 -1.990 1.237
O -1.137 -4.685 2.787
H -6.513 2.819 -1.601
H -0.576 -2.606 -1.266
C -1.031 4.051 -1.709
H 4.330 0.717 1.515
C 3.934 -0.293 1.358
H 4.192 -1.779 -1.895
H -5.668 0.040 0.042
C -2.344 -8.561 1.912
H -3.048 5.713 -1.528
C -6.315 1.797 -1.966
H -3.271 5.609 0.234
S 3.337 3.748 -1.324
H -1.696 1.552 -2.501
H -7.089 1.129 -1.574
C -1.075 -3.610 1.932
H -2.251 3.513 1.422
C -3.004 -7.501 1.281
H 3.516 -0.643 2.312
C -2.560 -6.181 1.440
H -3.909 2.510 -3.029
C -2.573 1.246 -1.929
H 3.780 -0.639 -3.167
H 3.068 -2.476 0.080
C 4.117 4.181 1.098
C -0.809 -3.729 0.559
C 4.621 0.838 -1.183
C 2.277 -1.747 0.276
H 6.072 5.800 0.167
H -3.082 -5.341 0.980
C -0.958 -1.285 0.420
C -4.960 1.316 -1.553
H 2.759 2.753 2.143
H -2.698 -9.586 1.786

The net atomic charges from Löwdin, expressed in e, are: -0.067 0.117 0.116 0.018 -0.437 0.028 -0.586 0.088 0.161 0.057 0.133 -0.056 -0.123 -0.289 0.065 -0.078 0.104 -0.253 -0.045 0.105 0.059 0.128 0.124 0.057 -0.025 0.071 -0.015 0.115 0.099 -0.457 0.129 -0.025 0.092 0.115 0.076 -0.129 0.094 -0.394 0.040 0.090 -0.007 -0.035 -0.018 -0.027 -0.961 -0.131 0.073 0.129 -0.166 0.093 0.020 0.096 0.135 -0.043 0.079 -0.012 0.089 0.120 -0.091 0.075 -0.038 0.081 1.081 0.122 0.082 -0.238 0.113 -0.078 0.091 -0.019 0.131 0.025 0.090 0.094 -0.137 0.003 -0.048 -0.028 0.075 0.120 -0.224 -0.244 0.113 0.103


DFT (ωB97M-V with the def2-TZVPD basis set) results for C38H41BrN6O4RuS2 as an isolated structure.

<S²> ... 0.7630
Spin multiplicity ... 2
E_HOMO (spin up / spin down) ... -10.20 / -10.34 eV
E ... -151494.9404 eV
Total charge ... +1

Geometry (Å):
C 2.208 2.415 -0.977
C -0.037 -0.659 -4.854
H 1.212 -5.502 -0.618
N 0.046 -2.391 -2.677
H 3.420 -2.628 1.079
C -0.830 5.797 -2.966
H -2.679 6.678 -3.551
C -2.209 5.849 -3.040
C 0.216 -3.358 -1.771
C -0.149 0.189 -5.945
C -1.513 1.684 -4.645
N -0.353 0.206 3.649
O -0.941 -0.744 -1.356
C 0.380 -0.867 3.435
C -0.884 1.362 -5.841
C 0.544 -5.778 -1.431
H -4.243 1.473 2.256
H -1.761 -3.754 -3.951
C 1.612 -2.737 4.532
C 4.413 0.867 -0.316
C -0.648 -0.333 -3.647
H 0.334 -0.067 -6.879
H -0.976 2.020 -6.696
H 0.437 0.094 5.964
C -2.469 3.771 -1.807
C -2.204 1.788 5.676
H -3.085 2.995 -1.372
H -1.930 2.184 6.655
N 0.304 -4.592 -2.264
H -4.632 3.173 1.967
H -2.368 3.858 2.705
O 0.774 0.750 -0.184
N -1.674 1.988 3.240
C 4.583 2.144 -0.871
C -3.016 4.853 -2.471
H 1.855 4.815 -2.357
H 1.434 -0.978 7.961
H 4.554 -1.313 1.469
N -0.218 2.794 -1.169
N 1.032 4.325 -2.053
S -1.770 0.226 1.274
C 1.480 -1.473 7.000
C 2.101 -2.709 6.883
C -4.035 2.494 2.577
H -1.403 -6.701 -1.687
H -1.427 -4.949 -5.208
C -1.394 0.839 -3.552
H -1.262 -5.680 -0.246
H 4.477 -1.971 -0.193
C -0.735 -6.391 -0.882
C 2.005 1.163 -0.388
H -2.103 2.589 -4.569
S 0.452 -3.189 -0.040
H -3.268 1.971 5.526
C 0.919 -0.871 5.886
H -1.964 -5.482 -3.614
C 3.899 -1.731 0.702
C -2.558 2.823 2.422
C -1.354 -4.746 -4.139
H -4.359 2.603 3.612
H 1.076 -6.497 -2.052
H -0.413 1.895 -0.728
C 0.982 -1.499 4.644
H 0.694 -4.087 -4.251
C 1.046 3.160 -1.382
C -0.489 -1.207 -2.444
C -1.366 2.464 4.601
H 2.535 -3.181 7.755
Br 6.334 2.784 -1.168
O 2.843 -0.829 0.397
H -2.034 0.712 5.678
H -2.257 2.715 1.381
C 3.146 0.388 -0.080
H -1.547 3.538 4.603
H 0.510 -5.808 -3.921
H -0.210 6.565 -3.409
H -1.892 1.066 -2.618
C -1.193 0.810 2.821
H 0.531 -1.576 -4.922
Ru 0.007 -0.963 0.482
C 2.165 -3.341 5.649
H 3.672 3.886 -1.647
H -0.306 2.306 4.789
C 0.103 -4.821 -3.707
C -0.285 4.709 -2.300
H 2.645 -4.307 5.558
H -4.091 4.935 -2.557
O 0.693 -1.406 2.331
C -1.084 3.723 -1.734
H 1.651 -3.224 3.567
H 5.282 0.270 -0.084
H -0.495 -7.272 -0.286
C 3.507 2.911 -1.210

The net atomic charges from Löwdin, expressed in e, are: -0.061 -0.018 0.072 0.112 0.080 0.004 0.112 -0.065 -0.630 -0.067 -0.068 0.121 -0.206 -0.394 -0.072 -0.244 0.062 0.069 -0.018 -0.033 -0.131 0.108 0.107 0.098 -0.013 -0.066 0.121 0.082 -0.108 0.081 0.118 -0.255 -0.111 -0.683 -0.066 0.169 0.107 0.106 0.222 0.212 0.774 -0.067 -0.072 -0.067 0.069 0.082 -0.029 0.065 0.105 -0.067 -0.214 0.100 0.748 0.065 -0.021 0.068 -0.045 -0.249 -0.060 0.069 0.118 0.109 -0.134 0.109 -0.146 -0.411 -0.190 0.108 0.777 -0.130 0.068 0.059 -0.208 0.117 0.117 0.120 0.099 -0.629 0.104 0.968 -0.069 0.102 0.110 -0.186 -0.156 0.107 0.113 -0.200 -0.171 0.110 0.107 0.083 -0.081


DFT (ωB97M-V with the def2-TZVPD basis set) results for C38H41Cl3HfN7O4Si3 as an isolated structure in a non-equilibrium geometry.

E_HOMO ... -4.86 eV
E ... -121214.6549 eV
Total charge ... -1

Geometry (Å):
H 5.155 -0.261 1.251
H -4.105 2.182 2.840
Si 0.267 -0.564 -2.971
C 0.776 9.911 -5.105
C 1.700 0.991 1.640
C 0.400 4.820 -2.028
H 1.670 3.374 4.736
Si 3.095 -0.557 -0.162
C -5.818 0.774 -1.825
C -5.828 -0.767 -4.134
H -1.070 4.089 -3.445
H 1.438 2.931 0.558
H 3.801 2.924 3.521
C -0.553 -3.304 1.263
H 4.953 -1.927 0.689
C 2.582 -2.162 -0.998
H 2.323 9.755 -2.058
H 1.774 5.172 -0.422
C -2.367 0.465 -0.919
Si -2.178 0.638 2.736
C 0.613 6.145 -2.639
H 3.073 -3.010 -0.507
O -0.409 -6.393 3.211
C -0.826 -5.725 2.289
H -0.422 2.353 3.931
C -0.380 -4.316 2.159
C 0.892 3.219 -0.326
H -0.412 5.872 -4.477
C 1.217 8.163 -3.002
H 0.751 -4.305 3.920
C -6.998 0.587 -2.529
N -0.696 0.660 1.845
H -4.051 -0.151 1.276
H 4.467 1.402 -0.775
H 3.215 1.109 -1.997
H -7.914 1.042 -2.173
H -1.941 -5.448 0.736
C -3.018 2.306 2.787
H -2.785 2.877 1.882
H -5.830 -1.368 -5.035
N 0.118 -2.182 1.668
N 1.662 0.120 0.539
O -1.691 -6.169 1.403
H -2.801 -1.372 1.385
H -3.892 -1.137 2.747
C 4.420 -1.054 1.081
H -2.726 0.473 5.148
C -1.278 -3.246 -0.022
C 1.523 10.311 -3.983
H -0.341 8.332 -6.058
C -0.638 2.671 -1.930
Hf -0.383 -0.179 -0.099
C -1.953 0.038 4.504
N 0.096 6.483 -3.863
H -1.347 1.956 -2.313
H 1.505 -2.354 -0.954
H 2.227 -2.213 4.275
H -5.806 1.378 -0.926
H 0.617 10.614 -5.914
Cl -1.090 0.410 -4.335
H -0.979 0.301 4.931
C 3.931 0.623 -1.334
H -2.703 2.899 3.652
H -2.057 -1.052 4.543
C 1.087 4.470 -0.876
O -1.174 -2.119 -0.629
O -1.893 -4.222 -0.445
N 1.286 7.118 -2.092
H 0.886 -1.054 4.366
N 0.048 2.312 -0.841
C -3.338 -0.613 1.961
H 2.081 -0.893 3.094
C -3.410 0.352 -1.535
H 3.788 1.455 1.550
H 3.999 -1.329 2.054
C -4.632 0.188 -2.268
C -7.008 -0.185 -3.684
Cl 2.059 -0.160 -4.057
C 0.511 2.124 3.423
H -3.720 -1.036 -3.773
Cl -0.047 -2.568 -3.556
C 2.864 1.619 2.094
C 2.873 2.462 3.204
C 1.750 9.451 -2.926
C 1.529 -1.618 3.685
C -4.646 -0.586 -3.434
H 1.924 11.316 -3.952
C 1.690 2.715 3.875
H 4.658 0.094 -1.961
H 2.863 -2.180 -2.058
C 0.238 8.641 -5.197
C -0.482 3.894 -2.557
N 0.435 -3.782 3.119
H -7.932 -0.336 -4.229
C 0.709 -2.495 2.805
C 0.480 1.265 2.322
C 0.475 7.783 -4.125

The net atomic charges from Löwdin, expressed in e, are: 0.023 0.027 -0.498 -0.105 -0.402 -0.133 0.091 0.350 -0.046 -0.086 0.111 0.093 0.092 -0.137 0.028 -0.197 0.110 0.116 -0.176 0.365 -0.269 0.032 0.086 -0.487 0.081 -0.076 -0.077 0.151 -0.227 0.168 -0.100 -0.206 0.019 0.024 -0.024 0.095 0.093 -0.175 0.031 0.100 0.133 -0.212 0.132 0.007 0.034 -0.174 0.031 -0.554 -0.104 0.106 -0.174 1.498 -0.175 0.167 0.004 -0.030 0.087 0.109 0.096 0.131 0.010 -0.201 0.020 0.025 0.014 -0.235 0.071 0.179 0.079 0.025 -0.167 0.053 -0.123 0.078 0.018 -0.244 -0.107 0.136 -0.064 0.097 0.153 -0.084 -0.113 -0.020 0.026 -0.033 0.095 -0.113 0.033 0.009 -0.027 0.009 0.179 0.093 -0.306 -0.347 -0.192


Q: The lowest E belongs to which entry?
A: C38H41BrN6O4RuS2


Q: What is the formula in the first record?
A: C38H41BO3S